Computed, not measured: a molecular structure, C24H38F3GeN2PdSe, with wB97M-V/def2-TZVPD.

Each line ends with the natural charge from an NBO analysis.
CARTESIAN COORDINATES (ANGSTROEM)
Pd -1.53116 -1.46029 0.15687  -0.017
C 1.65608 3.06937 4.18319  -0.595
C 1.15667 3.77546 2.91546  -0.110
C 2.34545 4.42130 2.19157  -0.594
C 0.18598 4.88092 3.32911  -0.604
C 0.49731 2.75130 1.99508  0.107
C -0.83224 2.82475 1.59139  -0.297
C -1.33829 1.84678 0.75216  0.053
N -0.63518 0.80862 0.31034  -0.448
C 0.64812 0.72679 0.68234  0.254
C 1.23490 1.67812 1.51098  -0.298
C 1.39089 -0.47071 0.19297  0.148
C 2.70294 -0.73822 0.57096  -0.277
C 3.34874 -1.88659 0.13261  0.109
C 2.61928 -2.73064 -0.70026  -0.295
C 1.31758 -2.39839 -1.03027  0.059
N 0.69697 -1.30406 -0.59259  -0.435
C 4.78873 -2.16143 0.55831  -0.108
C 5.69050 -1.02409 0.06024  -0.594
C 5.31318 -3.47806 -0.01342  -0.604
C 4.86198 -2.23519 2.08935  -0.595
H 2.13655 3.78910 4.85148  0.198
H 2.38112 2.28958 3.94763  0.208
H 0.82766 2.60046 4.71657  0.219
H 2.81012 5.17793 2.82917  0.199
H 2.02097 4.90212 1.26666  0.211
H 3.10676 3.68353 1.93495  0.207
H 0.70214 5.59794 3.97129  0.204
H -0.66251 4.48170 3.88757  0.213
H -0.19924 5.42327 2.46350  0.209
H -1.48631 3.61932 1.92150  0.209
H -2.37115 1.88646 0.42276  0.193
H 2.27433 1.57939 1.79009  0.201
H 3.22386 -0.05390 1.22543  0.198
H 3.03497 -3.65170 -1.08350  0.210
H 0.72488 -3.04752 -1.66382  0.199
H 5.63153 -0.93054 -1.02590  0.211
H 6.73078 -1.21837 0.33421  0.199
H 5.40009 -0.06613 0.49384  0.207
H 5.29189 -3.48033 -1.10488  0.208
H 4.73076 -4.33012 0.34143  0.214
H 6.34875 -3.62465 0.30132  0.204
H 4.53293 -1.30427 2.55215  0.208
H 5.89002 -2.42697 2.40847  0.197
H 4.22585 -3.03634 2.46876  0.220
F -2.05781 -3.91420 1.76207  -0.418
C -2.07004 -2.51956 1.82705  0.594
F -3.33252 -2.28154 2.39651  -0.428
F -1.23129 -2.29415 2.93501  -0.428
C -5.75300 -0.53776 -5.54185  -1.092
Ge -4.47879 -0.67517 -4.04727  1.626
C -2.72870 -1.15134 -4.77651  -1.097
C -4.32977 1.09420 -3.22773  -1.100
C -5.01207 -2.05078 -2.78545  -1.090
Se -3.76758 -2.11766 -1.21090  0.298
C -4.78110 -0.77525 -0.22187  -0.794
H -5.42330 0.21026 -6.26560  0.218
H -6.74149 -0.25066 -5.17865  0.220
H -5.84517 -1.49549 -6.05704  0.220
H -2.38608 -0.40278 -5.49303  0.217
H -2.76880 -2.11936 -5.27946  0.219
H -2.00675 -1.21729 -3.96151  0.248
H -4.00672 1.81545 -3.98107  0.220
H -3.59032 1.07223 -2.42583  0.245
H -5.28222 1.43132 -2.81602  0.220
H -4.94008 -3.02556 -3.27298  0.225
H -6.03442 -1.94153 -2.41894  0.222
H -5.16503 -0.02048 -0.90581  0.194
H -4.09307 -0.33488 0.49566  0.247
H -5.59909 -1.25372 0.31411  0.208

Output
Highest occupied orbital energy: -2.0332 eV
Charge: -1
Electronic energy: -161980.2066 eV